Entry P
This record from OMol25 describes a cluster of 13 separate species, C82H191N13O13 in total. The level of theory is the ωB97M-V functional and the def2-TZVPD basis.

Properties
LUMO level: -0.025 eV
Kohn-Sham gap: 0.29017 hartree

Last column: Löwdin charge in e.
Geometry (Å):
1 C -11.468 -2.281 4.030  -0.08
2 C -10.457 -3.378 4.416  -0.38
3 C -9.084 -2.770 4.871  -0.20
4 O -8.582 -1.873 3.918  -0.20
5 C -7.339 -1.368 4.254  -0.13
6 N -11.173 -4.152 5.464  0.02
7 H -11.024 -1.539 3.366  0.07
8 H -11.761 -1.663 4.878  0.07
9 H -12.393 -2.752 3.695  0.07
10 H -10.270 -3.979 3.526  0.13
11 H -8.324 -3.552 4.876  0.12
12 H -9.054 -2.352 5.877  0.12
13 H -6.850 -0.779 3.478  0.09
14 H -6.611 -2.151 4.464  0.09
15 H -7.508 -0.701 5.100  0.08
16 H -11.151 -3.627 6.327  0.06
17 H -12.114 -4.206 5.100  0.05
18 C -1.483 5.560 -1.114  -0.06
19 C -0.100 6.055 -0.698  -0.45
20 C -0.283 6.766 0.661  -0.20
21 O 0.945 7.110 1.332  -0.19
22 C 1.702 8.076 0.570  -0.10
23 N 0.687 4.883 -0.526  0.04
24 H -1.529 4.599 -1.625  0.08
25 H -1.848 6.212 -1.907  0.07
26 H -2.286 5.649 -0.382  0.08
27 H 0.454 6.598 -1.464  0.13
28 H -0.741 6.122 1.412  0.13
29 H -0.964 7.609 0.541  0.12
30 H 2.263 7.564 -0.212  0.07
31 H 2.415 8.562 1.236  0.09
32 H 1.149 8.850 0.037  0.09
33 H 1.472 5.274 -0.025  0.06
34 H 0.217 4.219 0.073  0.07
35 C 4.697 -1.790 7.200  -0.07
36 C 5.478 -2.269 6.001  -0.44
37 C 5.697 -1.280 4.861  -0.20
38 O 6.483 -1.844 3.788  -0.19
39 C 6.466 -0.976 2.621  -0.09
40 N 6.785 -2.588 6.573  0.02
41 H 3.707 -1.577 6.796  0.07
42 H 5.168 -1.004 7.790  0.08
43 H 4.596 -2.507 8.014  0.08
44 H 5.075 -3.185 5.570  0.14
45 H 6.101 -0.336 5.229  0.13
46 H 4.673 -1.280 4.486  0.12
47 H 6.951 -0.001 2.674  0.08
48 H 5.446 -0.827 2.268  0.08
49 H 7.058 -1.498 1.869  0.08
50 H 7.438 -2.795 5.831  0.06
51 H 7.235 -1.836 7.076  0.07
52 C 4.204 6.917 5.711  -0.06
53 C 3.944 5.412 5.764  -0.46
54 C 5.108 4.586 5.150  -0.25
55 O 5.270 4.576 3.798  -0.18
56 C 4.243 3.895 3.030  -0.07
57 N 3.786 5.080 7.128  0.02
58 H 4.410 7.192 4.676  0.07
59 H 5.097 7.173 6.281  0.08
60 H 3.412 7.563 6.088  0.08
61 H 3.047 5.081 5.241  0.13
62 H 5.111 3.561 5.520  0.12
63 H 6.025 5.046 5.517  0.13
64 H 4.073 2.847 3.277  0.08
65 H 4.538 3.969 1.983  0.09
66 H 3.272 4.355 3.213  0.07
67 H 4.543 5.530 7.621  0.07
68 H 2.911 5.424 7.498  0.08
69 C 1.814 6.309 -5.711  -0.07
70 C 3.051 5.511 -5.378  -0.42
71 C 4.146 6.410 -4.645  -0.19
72 O 4.606 7.635 -5.206  -0.18
73 C 5.424 7.479 -6.330  -0.12
74 N 2.722 4.315 -4.563  0.05
75 H 1.050 5.595 -6.019  0.07
76 H 1.921 7.077 -6.476  0.08
77 H 1.350 6.767 -4.837  0.07
78 H 3.436 5.146 -6.330  0.12
79 H 4.979 5.744 -4.422  0.11
80 H 3.816 6.678 -3.641  0.12
81 H 5.534 8.467 -6.777  0.09
82 H 4.867 6.973 -7.119  0.08
83 H 6.381 6.997 -6.134  0.09
84 H 2.433 4.668 -3.662  0.06
85 H 3.575 3.795 -4.414  0.06
86 C 1.166 -1.154 -2.319  -0.03
87 C 0.930 0.209 -1.549  -0.43
88 C -0.436 0.292 -0.856  -0.19
89 O -0.532 1.250 0.205  -0.21
90 C -1.772 1.303 0.782  -0.15
91 N 1.977 0.517 -0.599  0.03
92 H 2.208 -1.089 -2.634  0.06
93 H 0.645 -1.125 -3.276  0.07
94 H 1.044 -2.008 -1.653  0.07
95 H 1.028 1.049 -2.238  0.13
96 H -0.728 -0.717 -0.566  0.12
97 H -1.182 0.649 -1.567  0.12
98 H -2.577 1.673 0.148  0.09
99 H -1.757 1.876 1.709  0.09
100 H -1.941 0.289 1.145  0.09
101 H 1.884 1.431 -0.181  0.06
102 H 1.730 -0.091 0.169  0.07
103 C -1.179 2.675 6.848  -0.06
104 C -1.660 1.216 7.153  -0.43
105 C -0.716 0.396 7.996  -0.24
106 O -1.185 -0.904 8.239  -0.19
107 C -0.480 -1.581 9.260  -0.10
108 N -2.953 1.357 7.761  0.04
109 H -0.145 2.752 6.512  0.06
110 H -1.186 3.381 7.679  0.07
111 H -1.700 3.125 6.003  0.07
112 H -1.686 0.650 6.222  0.14
113 H -0.594 0.917 8.946  0.13
114 H 0.216 0.270 7.445  0.13
115 H -0.710 -1.137 10.228  0.08
116 H 0.593 -1.445 9.121  0.08
117 H -0.790 -2.622 9.341  0.09
118 H -2.840 1.515 8.752  0.07
119 H -3.421 0.462 7.756  0.07
120 C -2.166 2.672 -6.367  -0.03
121 C -1.697 2.501 -7.915  -0.43
122 C -2.557 3.622 -8.655  -0.15
123 C -2.209 3.845 -10.085  -0.20
124 C -0.703 4.084 -10.179  -0.14
125 C 0.196 2.955 -9.564  -0.47
126 N -0.264 2.709 -8.151  -0.10
127 O 0.538 1.750 -7.504  -0.02
128 C 0.149 1.747 -10.482  -0.05
129 C 1.620 3.574 -9.642  -0.05
130 C -2.092 1.067 -8.335  -0.04
131 H -1.540 2.056 -5.722  0.07
132 H -3.210 2.431 -6.163  0.07
133 H -2.031 3.731 -6.149  0.06
134 H -3.593 3.289 -8.718  0.11
135 H -2.650 4.563 -8.113  0.11
136 H -2.737 4.716 -10.473  0.11
137 H -2.492 3.029 -10.750  0.11
138 H -0.432 5.060 -9.775  0.11
139 H -0.380 4.152 -11.217  0.11
140 H 0.555 0.852 -10.010  0.08
141 H -0.884 1.468 -10.689  0.07
142 H 0.633 1.905 -11.446  0.09
143 H 2.361 2.873 -9.259  0.07
144 H 2.021 3.769 -10.636  0.08
145 H 1.786 4.486 -9.069  0.07
146 H -1.262 0.457 -8.694  0.07
147 H -2.874 1.093 -9.094  0.08
148 H -2.639 0.554 -7.545  0.07
149 H 0.902 2.192 -6.733  0.10
150 C -7.325 0.149 -1.248  -0.05
151 C -7.136 -1.142 -2.042  -0.52
152 C -5.658 -1.003 -2.585  -0.15
153 C -5.022 -2.250 -3.056  -0.19
154 C -4.941 -3.215 -1.848  -0.12
155 C -6.370 -3.465 -1.217  -0.48
156 N -7.132 -2.203 -1.109  -0.17
157 O -8.304 -2.366 -0.424  0.00
158 C -7.123 -4.482 -2.022  -0.03
159 C -6.026 -3.918 0.217  -0.04
160 C -8.144 -1.280 -3.215  -0.01
161 H -7.357 1.111 -1.759  0.08
162 H -6.636 0.203 -0.405  0.08
163 H -8.334 0.128 -0.838  0.08
164 H -5.699 -0.323 -3.436  0.12
165 H -5.109 -0.487 -1.797  0.11
166 H -3.992 -2.069 -3.365  0.11
167 H -5.567 -2.652 -3.910  0.11
168 H -4.160 -2.837 -1.188  0.11
169 H -4.486 -4.130 -2.229  0.11
170 H -8.199 -4.307 -2.011  0.09
171 H -6.774 -4.573 -3.051  0.08
172 H -6.882 -5.487 -1.678  0.08
173 H -5.232 -4.665 0.189  0.08
174 H -5.694 -3.002 0.706  0.08
175 H -6.866 -4.343 0.766  0.08
176 H -9.079 -1.644 -2.788  0.08
177 H -7.844 -2.008 -3.968  0.07
178 H -8.149 -0.286 -3.662  0.08
179 H -8.099 -2.054 0.461  0.10
180 C -1.523 -4.933 3.806  -0.04
181 C -0.047 -5.252 3.804  -0.48
182 C 0.391 -5.689 5.292  -0.11
183 C -0.044 -7.095 5.615  -0.23
184 C 0.424 -8.092 4.619  -0.15
185 C 0.055 -7.808 3.147  -0.52
186 N 0.284 -6.378 2.887  -0.12
187 O 0.026 -6.111 1.535  -0.01
188 C 0.977 -8.625 2.297  -0.05
189 C -1.399 -8.290 2.900  -0.02
190 C 0.780 -4.030 3.409  -0.04
191 H -1.876 -4.710 2.799  0.08
192 H -1.758 -4.074 4.435  0.09
193 H -2.183 -5.778 4.002  0.07
194 H 1.447 -5.584 5.538  0.12
195 H -0.201 -5.078 5.974  0.11
196 H -1.117 -7.155 5.795  0.11
197 H 0.383 -7.335 6.589  0.11
198 H -0.091 -8.993 4.952  0.12
199 H 1.507 -7.991 4.681  0.13
200 H 2.017 -8.298 2.263  0.09
201 H 1.004 -9.656 2.648  0.09
202 H 0.543 -8.699 1.300  0.08
203 H -1.408 -9.275 3.367  0.08
204 H -2.225 -7.845 3.454  0.07
205 H -1.660 -8.289 1.841  0.08
206 H 1.835 -4.208 3.201  0.08
207 H 0.725 -3.231 4.148  0.08
208 H 0.352 -3.656 2.479  0.07
209 H 0.927 -5.913 1.269  0.10
210 C 4.901 -5.284 -0.529  -0.06
211 C 5.505 -5.721 -1.853  -0.47
212 C 6.205 -4.480 -2.503  -0.13
213 C 7.252 -4.892 -3.541  -0.19
214 C 8.347 -5.748 -2.908  -0.14
215 C 7.741 -7.058 -2.278  -0.43
216 N 6.549 -6.680 -1.422  -0.14
217 O 6.091 -7.758 -0.695  -0.01
218 C 7.337 -8.053 -3.388  -0.04
219 C 8.948 -7.724 -1.466  -0.03
220 C 4.392 -6.320 -2.812  -0.02
221 H 4.419 -6.085 0.033  0.08
222 H 4.298 -4.380 -0.451  0.08
223 H 5.747 -4.960 0.078  0.08
224 H 5.453 -3.888 -3.023  0.11
225 H 6.656 -3.764 -1.816  0.11
226 H 7.643 -3.985 -4.002  0.10
227 H 6.785 -5.340 -4.419  0.11
228 H 8.884 -5.202 -2.132  0.11
229 H 9.195 -5.906 -3.574  0.11
230 H 7.307 -9.073 -3.005  0.07
231 H 6.386 -7.926 -3.907  0.06
232 H 8.103 -8.052 -4.164  0.08
233 H 9.910 -7.678 -1.977  0.08
234 H 9.119 -7.142 -0.560  0.08
235 H 8.745 -8.772 -1.242  0.07
236 H 4.116 -7.276 -2.367  0.07
237 H 4.679 -6.499 -3.848  0.07
238 H 3.390 -5.920 -2.659  0.07
239 H 6.376 -7.545 0.197  0.11
240 C -6.373 4.220 3.987  -0.03
241 C -7.826 4.291 4.593  -0.47
242 C -8.729 3.438 3.677  -0.16
243 C -10.163 3.236 4.143  -0.16
244 C -10.021 2.684 5.611  -0.12
245 C -9.090 3.381 6.653  -0.51
246 N -7.857 3.698 5.939  -0.09
247 O -6.879 4.335 6.795  -0.02
248 C -9.827 4.530 7.370  -0.02
249 C -8.744 2.305 7.686  -0.05
250 C -8.364 5.744 4.490  -0.03
251 H -5.989 3.223 4.201  0.07
252 H -5.587 4.852 4.400  0.08
253 H -6.326 4.218 2.898  0.08
254 H -8.769 3.879 2.681  0.12
255 H -8.270 2.450 3.644  0.12
256 H -10.658 2.459 3.561  0.11
257 H -10.787 4.130 4.145  0.10
258 H -9.602 1.686 5.486  0.10
259 H -11.015 2.586 6.046  0.12
260 H -9.121 5.075 7.996  0.08
261 H -10.355 5.137 6.633  0.07
262 H -10.594 4.145 8.041  0.08
263 H -7.982 2.716 8.349  0.08
264 H -9.607 2.066 8.307  0.08
265 H -8.340 1.353 7.341  0.08
266 H -8.011 6.386 5.297  0.08
267 H -9.435 5.852 4.665  0.06
268 H -8.165 6.245 3.542  0.08
269 H -6.164 3.696 6.814  0.10
270 C 6.522 1.158 -7.364  -0.04
271 C 6.934 -0.058 -6.603  -0.51
272 C 8.197 -0.676 -7.212  -0.14
273 C 9.468 0.037 -6.797  -0.21
274 C 9.592 0.082 -5.284  -0.13
275 C 8.323 0.722 -4.564  -0.43
276 N 7.082 0.082 -5.130  -0.09
277 O 5.882 0.488 -4.498  -0.02
278 C 8.457 0.414 -3.029  -0.04
279 C 8.396 2.269 -4.692  -0.04
280 C 5.779 -1.105 -6.857  -0.04
281 H 5.702 1.684 -6.875  0.09
282 H 6.323 0.829 -8.384  0.09
283 H 7.287 1.931 -7.446  0.07
284 H 8.330 -1.702 -6.868  0.12
285 H 8.081 -0.782 -8.290  0.12
286 H 9.662 1.026 -7.212  0.10
287 H 10.318 -0.473 -7.251  0.11
288 H 10.500 0.672 -5.154  0.11
289 H 9.872 -0.918 -4.954  0.11
290 H 8.678 -0.613 -2.738  0.07
291 H 9.271 1.046 -2.672  0.07
292 H 7.563 0.691 -2.470  0.07
293 H 7.485 2.738 -4.320  0.08
294 H 9.239 2.656 -4.119  0.08
295 H 8.532 2.601 -5.721  0.06
296 H 4.794 -0.754 -6.552  0.08
297 H 5.986 -2.067 -6.389  0.07
298 H 5.696 -1.385 -7.908  0.08
299 H 5.757 -0.175 -3.816  0.10

***

Entry Q
This record from OMol25 describes a cluster of 13 separate species, C82H191N13O13 in total. The level of theory is the ωB97M-V functional and the def2-TZVPD basis.

Properties
LUMO level: 0.359 eV
Kohn-Sham gap: 0.32271 hartree

Last column: Löwdin charge in e.
Geometry (Å):
1 C -1.026 3.641 2.010  -0.01
2 C 0.147 4.111 2.937  -0.52
3 C 1.416 3.654 2.317  -0.15
4 C 2.645 4.426 2.891  -0.12
5 C 2.404 5.951 2.749  -0.15
6 C 1.175 6.452 3.356  -0.53
7 N 0.064 5.598 2.835  -0.05
8 O -1.168 6.062 3.468  -0.06
9 C 1.249 6.496 4.914  -0.01
10 C 0.861 7.861 2.786  -0.02
11 C -0.046 3.514 4.310  -0.03
12 H -0.962 2.532 2.054  0.08
13 H -0.781 3.988 1.010  0.07
14 H -2.048 3.908 2.318  0.08
15 H 1.450 2.544 2.463  0.14
16 H 1.316 3.816 1.247  0.08
17 H 3.506 4.097 2.258  0.11
18 H 2.737 4.151 3.927  0.09
19 H 2.162 5.981 1.698  0.11
20 H 3.303 6.505 2.971  0.13
21 H 2.219 6.970 5.170  0.10
22 H 0.517 7.237 5.273  0.09
23 H 1.154 5.511 5.374  0.07
24 H 0.996 7.886 1.722  0.07
25 H -0.098 8.267 3.082  0.08
26 H 1.622 8.502 3.242  0.09
27 H -0.539 2.528 4.225  0.07
28 H -0.727 4.192 4.847  0.09
29 H 0.860 3.234 4.810  0.05
30 H -0.966 6.050 4.432  0.08
31 C -8.342 -2.127 -2.494  -0.01
32 C -7.524 -2.109 -1.172  -0.50
33 C -7.359 -3.514 -0.675  -0.13
34 C -6.266 -4.304 -1.457  -0.14
35 C -4.962 -3.508 -1.456  -0.17
36 C -5.112 -2.160 -2.043  -0.52
37 N -6.153 -1.490 -1.234  -0.09
38 O -6.243 -0.115 -1.500  -0.03
39 C -3.792 -1.500 -1.823  -0.05
40 C -5.352 -2.030 -3.602  0.01
41 C -8.341 -1.347 -0.093  -0.02
42 H -7.829 -2.638 -3.303  0.05
43 H -8.449 -1.112 -2.849  0.08
44 H -9.263 -2.593 -2.201  0.08
45 H -7.013 -3.421 0.324  0.11
46 H -8.294 -4.026 -0.688  0.11
47 H -6.539 -4.509 -2.503  0.11
48 H -6.153 -5.332 -1.025  0.11
49 H -4.274 -4.070 -2.081  0.13
50 H -4.563 -3.367 -0.413  0.12
51 H -3.654 -1.308 -0.744  0.07
52 H -2.971 -2.122 -2.165  0.08
53 H -3.672 -0.562 -2.363  0.08
54 H -4.399 -2.317 -4.108  0.08
55 H -6.139 -2.702 -3.935  0.05
56 H -5.629 -0.998 -3.786  0.08
57 H -8.490 -0.328 -0.439  0.08
58 H -7.739 -1.402 0.790  0.05
59 H -9.271 -1.877 0.034  0.08
60 H -6.003 0.425 -0.725  0.10
61 C -0.959 4.360 -3.444  -0.01
62 C -1.047 4.028 -4.908  -0.53
63 C -0.694 2.655 -5.348  -0.15
64 C -1.705 1.594 -4.957  -0.17
65 C -3.125 1.964 -5.347  -0.12
66 C -3.478 3.400 -4.930  -0.48
67 N -2.396 4.285 -5.482  -0.04
68 O -2.739 5.679 -5.175  -0.06
69 C -4.749 3.906 -5.632  -0.06
70 C -3.899 3.422 -3.421  -0.02
71 C -0.081 4.941 -5.678  -0.01
72 H -1.413 3.712 -2.759  0.03
73 H -1.474 5.347 -3.437  0.08
74 H 0.054 4.506 -3.082  0.08
75 H -0.616 2.659 -6.462  0.15
76 H 0.274 2.431 -4.955  0.09
77 H -1.633 1.488 -3.883  0.09
78 H -1.531 0.672 -5.532  0.10
79 H -3.861 1.302 -4.838  0.13
80 H -3.277 1.938 -6.449  0.13
81 H -5.542 3.148 -5.546  0.09
82 H -5.176 4.787 -5.168  0.08
83 H -4.602 4.063 -6.715  0.09
84 H -3.978 4.449 -3.126  0.06
85 H -4.914 3.088 -3.457  0.07
86 H -3.336 2.834 -2.705  0.05
87 H -0.524 5.018 -6.663  0.09
88 H 0.849 4.409 -5.655  0.07
89 H -0.003 5.945 -5.260  0.08
90 H -2.720 6.199 -5.978  0.10
91 C 4.726 3.740 -4.268  -0.04
92 C 5.265 3.644 -2.870  -0.51
93 C 5.145 5.026 -2.149  -0.12
94 C 3.713 5.383 -1.732  -0.17
95 C 3.171 4.254 -0.845  -0.12
96 C 3.227 2.878 -1.542  -0.49
97 N 4.546 2.571 -2.075  -0.04
98 O 4.397 1.413 -2.917  -0.07
99 C 2.858 1.782 -0.577  -0.03
100 C 2.157 2.875 -2.678  -0.02
101 C 6.686 3.199 -2.912  -0.04
102 H 4.657 2.745 -4.759  0.10
103 H 5.450 4.282 -4.914  0.10
104 H 3.784 4.243 -4.386  0.06
105 H 5.740 4.946 -1.245  0.12
106 H 5.555 5.810 -2.761  0.12
107 H 3.074 5.539 -2.646  0.11
108 H 3.730 6.351 -1.203  0.11
109 H 2.198 4.436 -0.321  0.12
110 H 3.904 4.181 -0.035  0.11
111 H 1.777 1.803 -0.586  0.07
112 H 3.056 0.774 -0.945  0.06
113 H 3.270 1.868 0.411  0.09
114 H 2.254 1.940 -3.227  0.06
115 H 1.165 2.856 -2.228  0.07
116 H 2.171 3.713 -3.369  0.06
117 H 7.032 2.849 -1.953  0.07
118 H 7.276 3.973 -3.321  0.08
119 H 6.778 2.375 -3.618  0.09
120 H 4.971 0.754 -2.527  0.08
121 C -1.325 -2.619 5.037  -0.02
122 C -0.828 -1.319 5.683  -0.54
123 C -1.541 -1.226 7.029  -0.15
124 C -0.924 -0.204 7.945  -0.18
125 C 0.577 -0.476 8.120  -0.13
126 C 1.327 -0.489 6.795  -0.53
127 N 0.589 -1.487 5.962  -0.05
128 O 1.276 -1.463 4.692  -0.09
129 C 1.440 0.935 6.169  -0.02
130 C 2.651 -1.114 6.999  -0.05
131 C -1.163 -0.153 4.813  -0.03
132 H -0.770 -2.826 4.117  0.07
133 H -2.388 -2.476 4.880  0.08
134 H -1.128 -3.467 5.692  0.09
135 H -2.597 -1.131 6.802  0.13
136 H -1.408 -2.185 7.518  0.12
137 H -1.521 -0.249 8.870  0.12
138 H -1.162 0.782 7.551  0.10
139 H 0.773 -1.454 8.642  0.14
140 H 1.013 0.334 8.771  0.13
141 H 1.686 0.751 5.136  0.07
142 H 0.539 1.545 6.291  0.06
143 H 2.264 1.477 6.709  0.11
144 H 3.086 -0.812 7.964  0.10
145 H 2.508 -2.163 7.101  0.08
146 H 3.296 -0.781 6.197  0.07
147 H -0.362 -0.088 4.081  0.07
148 H -1.204 0.786 5.331  0.06
149 H -2.073 -0.308 4.218  0.07
150 H 1.832 -2.300 4.718  0.07
151 C 0.264 -6.597 1.094  -0.01
152 C -0.726 -5.869 1.977  -0.54
153 C -1.084 -4.503 1.391  -0.14
154 C -2.071 -4.502 0.255  -0.16
155 C -3.270 -5.390 0.607  -0.19
156 C -2.903 -6.713 1.027  -0.54
157 N -2.019 -6.494 2.199  -0.02
158 O -1.850 -7.826 2.905  -0.04
159 C -4.207 -7.302 1.609  -0.03
160 C -2.489 -7.651 -0.156  0.00
161 C -0.066 -5.623 3.315  -0.03
162 H -0.031 -6.589 0.009  0.09
163 H 0.481 -7.555 1.524  0.08
164 H 1.161 -6.000 1.199  0.06
165 H -1.535 -3.939 2.209  0.10
166 H -0.208 -3.889 1.069  0.11
167 H -1.535 -4.824 -0.655  0.12
168 H -2.443 -3.511 0.026  0.08
169 H -3.923 -5.411 -0.217  0.08
170 H -3.704 -4.849 1.440  0.13
171 H -4.152 -8.367 1.770  0.07
172 H -4.363 -6.833 2.612  0.11
173 H -5.028 -7.062 0.900  0.09
174 H -2.063 -8.569 0.289  0.09
175 H -3.403 -7.856 -0.653  0.07
176 H -1.735 -7.191 -0.788  0.06
177 H 0.397 -6.515 3.724  0.09
178 H -0.832 -5.364 4.058  0.09
179 H 0.593 -4.760 3.259  0.07
180 H -1.366 -8.401 2.264  0.08
181 C -3.437 -1.488 2.149  -0.06
182 C -4.381 -0.331 2.422  -0.43
183 C -3.713 0.917 1.774  -0.17
184 O -4.561 2.074 1.934  -0.20
185 C -4.810 2.515 3.284  -0.08
186 N -5.757 -0.568 2.007  0.08
187 H -2.455 -1.322 2.583  0.06
188 H -3.380 -1.570 1.068  0.05
189 H -3.814 -2.425 2.539  0.09
190 H -4.304 -0.171 3.502  0.12
191 H -3.540 0.726 0.745  0.08
192 H -2.707 0.951 2.240  0.11
193 H -5.500 3.331 3.266  0.08
194 H -3.847 2.728 3.744  0.08
195 H -5.193 1.680 3.890  0.08
196 H -6.328 0.268 2.094  0.08
197 H -5.825 -1.011 1.102  0.03
198 C 3.102 -4.552 -2.057  -0.05
199 C 3.934 -4.947 -3.249  -0.47
200 C 4.364 -6.358 -3.151  -0.20
201 O 5.093 -6.571 -1.918  -0.22
202 C 5.233 -7.924 -1.544  -0.12
203 N 3.179 -4.758 -4.458  0.06
204 H 2.820 -3.495 -2.149  0.05
205 H 3.632 -4.653 -1.099  0.06
206 H 2.159 -5.084 -2.083  0.09
207 H 4.824 -4.287 -3.226  0.16
208 H 5.040 -6.605 -3.981  0.13
209 H 3.447 -6.934 -3.216  0.12
210 H 4.286 -8.426 -1.615  0.08
211 H 5.826 -7.998 -0.632  0.09
212 H 5.775 -8.481 -2.321  0.08
213 H 2.391 -5.385 -4.568  0.08
214 H 3.782 -4.756 -5.238  0.06
215 C 1.287 -0.232 -5.446  -0.05
216 C 1.071 -0.645 -4.002  -0.40
217 C 0.389 -2.009 -4.032  -0.21
218 O -0.827 -1.965 -4.768  -0.18
219 C -1.454 -3.206 -4.734  -0.13
220 N 2.259 -0.796 -3.129  0.09
221 H 1.887 -0.954 -6.005  0.09
222 H 1.755 0.757 -5.543  0.08
223 H 0.274 -0.221 -5.858  0.06
224 H 0.342 0.089 -3.595  0.12
225 H 0.161 -2.406 -3.055  0.09
226 H 1.057 -2.744 -4.452  0.11
227 H -1.950 -3.360 -3.745  0.08
228 H -0.895 -4.073 -5.000  0.07
229 H -2.254 -3.193 -5.473  0.09
230 H 2.774 0.037 -3.011  0.01
231 H 2.924 -1.388 -3.597  0.08
232 C 7.593 0.809 0.151  -0.07
233 C 7.565 -0.677 0.386  -0.42
234 C 7.012 -1.386 -0.930  -0.16
235 O 5.685 -0.964 -1.283  -0.23
236 C 4.735 -1.651 -0.485  -0.10
237 N 8.898 -1.307 0.606  0.02
238 H 8.457 1.077 -0.464  0.08
239 H 7.693 1.388 1.078  0.08
240 H 6.672 1.173 -0.336  0.07
241 H 6.968 -0.925 1.290  0.11
242 H 7.021 -2.483 -0.883  0.12
243 H 7.635 -0.967 -1.754  0.14
244 H 4.967 -2.715 -0.364  0.07
245 H 3.772 -1.480 -0.987  0.06
246 H 4.712 -1.160 0.523  0.10
247 H 8.754 -2.293 0.649  0.05
248 H 9.324 -0.943 1.481  0.09
249 C -3.119 5.845 -0.463  -0.04
250 C -1.927 6.787 -0.709  -0.40
251 C -2.080 7.568 -2.005  -0.23
252 O -0.766 7.993 -2.411  -0.19
253 C -0.921 8.646 -3.658  -0.13
254 N -1.655 7.754 0.421  0.07
255 H -3.141 4.966 -1.119  0.05
256 H -4.127 6.342 -0.491  0.10
257 H -3.083 5.525 0.562  0.05
258 H -1.026 6.235 -0.970  0.12
259 H -2.720 8.481 -1.881  0.14
260 H -2.508 6.864 -2.767  0.11
261 H 0.066 8.881 -4.036  0.08
262 H -1.483 9.583 -3.476  0.09
263 H -1.498 8.135 -4.416  0.07
264 H -0.674 7.984 0.406  0.04
265 H -1.834 7.369 1.341  0.04
266 C 5.076 -2.394 3.986  -0.06
267 C 3.993 -3.200 3.307  -0.43
268 C 4.655 -4.171 2.408  -0.17
269 O 3.588 -4.941 1.734  -0.21
270 C 4.051 -6.119 1.130  -0.13
271 N 3.137 -3.833 4.393  0.06
272 H 5.684 -3.036 4.591  0.07
273 H 4.576 -1.700 4.681  0.07
274 H 5.811 -1.850 3.406  0.07
275 H 3.302 -2.491 2.745  0.15
276 H 5.296 -4.759 3.049  0.13
277 H 5.206 -3.603 1.636  0.12
278 H 4.819 -6.010 0.318  0.08
279 H 3.177 -6.645 0.717  0.08
280 H 4.486 -6.724 1.954  0.10
281 H 2.514 -4.382 3.781  0.05
282 H 3.755 -4.487 4.914  0.10
283 C 0.908 -0.715 1.417  0.00
284 C 0.167 -1.330 0.210  -0.36
285 C -0.201 -0.327 -0.785  -0.24
286 O -1.021 0.619 -0.184  -0.18
287 C -1.751 1.530 -0.935  -0.11
288 N 0.900 -2.419 -0.544  0.08
289 H 1.637 -0.012 1.049  0.06
290 H 1.342 -1.482 2.044  0.05
291 H 0.162 -0.198 2.000  0.06
292 H -0.790 -1.775 0.525  0.11
293 H -0.745 -0.767 -1.615  0.12
294 H 0.638 0.203 -1.234  0.10
295 H -1.220 1.809 -1.882  0.07
296 H -1.882 2.403 -0.323  0.07
297 H -2.705 1.092 -1.344  0.08
298 H 1.585 -2.886 0.024  0.05
299 H 1.302 -2.133 -1.438  0.01

***

Which structure above is the least stable? It is entry P.